95
Properties=species:S:1:pos:R:3:forces:R:3 method="wB97M-V/def2-TZVPD" total_charge=-1 homo_ev=-5.09 spin_multiplicity=1
C 2.812 -2.114 -4.899 0.175 -0.173 0.159
C 2.112 -1.471 -6.052 -0.435 0.244 -0.368
H 2.846 -3.199 -5.020 0.056 0.118 0.136
H 2.308 -1.882 -3.952 0.082 -0.042 -0.203
H 3.849 -1.755 -4.814 -0.185 -0.043 0.000
C 1.938 -2.036 -7.247 0.017 0.341 0.220
C 2.493 -3.358 -7.652 -0.053 -0.472 -0.253
H 1.355 -1.519 -8.012 0.297 0.040 0.233
H 2.412 -4.117 -6.868 0.024 0.095 -0.078
H 3.549 -3.295 -7.940 -0.076 0.043 0.068
H 1.950 -3.720 -8.527 0.068 -0.134 0.036
Ba 0.569 0.006 2.470 0.038 -0.882 0.278
Cl 2.350 2.330 3.045 0.016 0.150 0.032
Cl 1.684 -1.238 -0.077 0.366 0.027 0.498
C -0.084 2.600 0.629 -0.441 -0.982 0.520
O -0.876 1.752 1.098 0.620 1.332 -0.754
N -0.415 3.545 -0.254 -0.116 0.342 -0.333
C -1.790 3.658 -0.716 0.187 -0.063 -0.094
C 0.604 4.411 -0.846 -0.054 -0.178 0.221
H 0.973 2.622 0.942 -0.113 0.028 -0.058
H -2.417 3.092 -0.027 -0.006 0.099 -0.114
H -1.889 3.231 -1.725 -0.071 0.155 0.259
H -2.086 4.715 -0.734 0.027 -0.220 -0.002
H 1.553 4.194 -0.345 -0.130 0.128 -0.141
H 0.354 5.473 -0.700 0.011 -0.314 -0.002
H 0.717 4.215 -1.922 -0.098 0.017 0.255
H 0.530 -4.917 0.930 -0.125 0.122 0.185
H -0.268 -2.788 -0.590 -0.256 -0.079 0.147
C -0.426 -4.855 1.462 -0.215 0.305 0.170
C -1.212 -3.228 -0.230 0.199 0.057 -0.282
N -1.092 -3.592 1.163 -0.143 -0.179 0.119
H -0.241 -4.884 2.541 0.094 -0.144 -0.351
C -1.412 -2.747 2.147 0.097 0.437 0.362
O -1.868 -1.595 2.014 0.423 -0.786 -0.111
H -2.021 -2.503 -0.363 0.133 -0.151 0.048
H -1.160 -3.156 3.145 -0.406 0.093 -0.390
H -1.066 -5.691 1.154 0.060 0.025 0.024
H -1.414 -4.148 -0.788 -0.135 0.180 -0.072
O 0.377 -0.298 -4.937 -0.178 -0.075 -0.260
C 1.540 -0.096 -5.732 -0.641 0.111 0.307
C 0.114 0.732 -7.731 0.429 0.117 0.198
C 1.291 0.772 -6.970 0.178 -0.229 0.303
H -0.712 0.081 -7.419 0.339 0.353 -0.078
C 0.037 1.501 -8.897 -0.106 -0.175 0.114
H 2.313 0.404 -5.126 -0.164 0.133 -0.060
C 2.370 1.568 -7.372 -0.294 -0.148 -0.254
H -0.881 1.473 -9.491 0.341 0.048 0.140
C 1.122 2.272 -9.311 0.269 0.084 0.101
C 2.297 2.309 -8.548 -0.308 -0.221 0.100
H 3.279 1.543 -6.761 -0.273 0.159 -0.266
H 1.065 2.845 -10.236 -0.041 -0.109 0.211
H 3.158 2.894 -8.863 -0.211 -0.019 -0.039
Si -0.589 0.528 -3.829 0.445 -0.270 -0.699
Cl 1.328 -2.808 3.366 0.275 0.152 0.459
C -2.361 0.155 -4.319 -0.076 -0.009 -0.133
C -0.249 2.351 -4.106 -0.033 0.275 -0.056
C -0.145 -0.123 -2.170 -0.160 0.332 -0.217
H -2.502 0.332 -5.394 -0.022 -0.008 0.189
H -3.067 0.795 -3.772 0.128 -0.129 -0.071
H -2.621 -0.891 -4.111 0.073 0.197 -0.025
H -0.241 -1.216 -2.154 0.069 0.291 -0.023
H -0.721 0.270 -1.323 0.043 -0.033 -0.153
H 0.910 0.101 -1.969 -0.273 -0.130 0.013
H -0.344 2.586 -5.177 0.029 -0.065 0.221
H 0.769 2.616 -3.796 -0.125 -0.037 -0.037
H -0.949 3.001 -3.567 0.149 -0.112 -0.086
C -2.708 -1.552 6.945 0.210 0.144 -0.160
N -1.250 -1.329 6.931 -0.022 0.210 -0.210
C -0.576 -2.502 6.355 -0.047 -0.098 -0.220
P -0.747 0.192 6.394 0.166 -0.182 -0.272
O -0.933 0.508 4.941 -0.004 -0.019 0.909
N -1.612 1.230 7.376 0.131 0.434 -0.180
C -2.588 2.157 6.820 -0.135 -0.219 -0.064
C -1.573 1.146 8.834 0.019 -0.202 -0.305
N 0.863 0.272 6.816 -0.139 -0.124 0.307
C 1.559 1.540 6.531 -0.090 -0.080 -0.167
C 1.422 -0.426 7.972 0.119 0.024 -0.195
H -3.137 -1.536 5.926 0.086 0.019 0.314
H -3.215 -0.808 7.569 0.101 -0.102 -0.186
H -2.884 -2.549 7.372 -0.006 0.275 -0.048
H -0.797 -2.634 5.281 0.152 0.065 0.395
H 0.511 -2.438 6.463 -0.280 -0.028 -0.182
H -0.952 -3.376 6.903 0.243 0.057 -0.124
H -3.592 1.702 6.802 0.086 0.238 -0.085
H -2.631 3.058 7.450 0.053 -0.155 -0.233
H -2.297 2.432 5.801 -0.148 -0.085 0.235
H -2.191 0.312 9.202 0.151 0.126 0.107
H -0.547 1.024 9.209 -0.357 -0.009 -0.150
H -1.982 2.079 9.237 0.143 -0.161 0.008
H 1.360 2.290 7.319 0.039 -0.163 -0.192
H 2.637 1.342 6.497 -0.233 0.040 -0.005
H 1.285 1.947 5.546 0.005 -0.181 0.367
H 1.344 0.170 8.896 0.063 -0.127 -0.124
H 0.933 -1.393 8.123 0.140 0.349 0.058
H 2.490 -0.591 7.765 -0.240 -0.065 0.137

=====

10
Properties=species:S:1:pos:R:3:forces:R:3 method="wB97M-V/def2-TZVPD" total_charge=-1 homo_ev=-2.60 spin_multiplicity=1
C -0.319 1.591 -0.111 5.446 -3.059 0.427
C 1.356 -0.219 0.321 1.316 -0.723 -1.892
N 0.764 1.016 0.005 -1.203 2.231 -0.332
O -0.977 2.494 -0.361 -3.104 2.268 -0.442
S -1.966 -0.624 0.178 -0.794 1.064 -1.562
S -1.322 -2.573 0.024 -0.085 -0.051 -0.297
H 1.471 -0.309 1.365 -0.252 -0.581 1.350
H 0.761 -0.977 -0.172 -0.041 -0.726 0.609
H 2.437 -0.364 -0.086 -1.683 0.830 0.315
H -2.206 -0.034 -1.164 0.401 -1.253 1.824

=====

| no. | Kohn-Sham gap (eV) | LUMO (eV) |
| --- | --- | --- |
| 1 | 7.420 | 2.332 |
| 2 | 6.295 | 3.690 |